No. 1
78
Properties=species:S:1:pos:R:3 method="wB97M-V/def2-TZVPD" e_above_lowest_kj_mol=299.9 s_squared=0.76 spin_multiplicity=2 total_charge=-1 e_tot_ev=-185247.90787 homo_lumo_gap_ha="0.140 / 0.125"
Tl -0.79530 -2.68735 -1.40538
C 4.79682 -3.90601 -0.20071
N 4.04844 -2.76731 0.26993
C 4.55275 -1.48743 0.20403
C 3.72440 -0.72447 0.94130
N 2.60160 -1.47917 1.37127
C 2.81772 -2.80368 0.96184
S 1.80956 -4.10196 1.07832
C 1.60361 -0.80102 2.15543
C 1.94251 0.25035 3.04985
C 0.95426 0.86701 3.68182
C -0.47014 0.56557 3.46663
C -0.61635 -0.52929 2.51205
N 0.34127 -1.13078 1.85208
H 5.68746 -4.16250 0.37895
H 5.11641 -3.78920 -1.22195
H 4.07823 -4.79272 -0.11789
H 5.49147 -1.26274 -0.33395
H 3.77600 0.29977 1.15399
H 2.91737 0.34712 3.38464
H 1.22167 1.63712 4.38361
H -1.07162 1.44900 3.22932
H -1.63119 -0.90694 2.26694
S -1.51730 1.62002 -4.53928
Sb -0.12197 -0.57888 -4.43693
S 0.27613 -0.00829 -1.93027
S -1.84635 -2.19311 -3.93946
C -0.42439 -1.03727 6.20434
Si -1.39393 0.28747 5.24530
C -1.31306 1.94746 6.07104
C -3.12910 -0.20600 4.73853
Sb -1.02730 2.09010 -2.17753
Si 0.25337 4.39504 -2.41187
C 0.08650 5.25349 -0.79105
C 2.05149 3.92560 -2.63557
C -0.59741 5.23692 -3.89293
Si -3.46241 2.02962 -1.24193
C -4.33363 3.46888 -2.13937
C -4.36316 0.44311 -1.56070
C -3.09691 2.35848 0.59491
H -1.06064 -1.57792 6.94426
H 0.44289 -0.56281 6.68752
H -0.10022 -1.72154 5.43930
H -1.86904 1.96916 7.05443
H -1.68369 2.80846 5.47372
H -0.24599 2.17506 6.33038
H -3.70518 -0.67194 5.57737
H -3.11803 -1.07128 4.02803
H -3.74833 0.58407 4.29717
H 0.67821 4.72116 -0.01496
H -0.95328 5.22189 -0.42568
H 0.44212 6.31436 -0.90777
H 2.22087 2.93627 -3.05189
H 2.52709 3.98259 -1.63339
H 2.60374 4.64101 -3.26028
H -1.27207 6.05642 -3.64322
H -1.21712 4.47335 -4.36827
H 0.17617 5.56446 -4.62248
H -4.52356 3.21182 -3.17417
H -3.77218 4.40357 -2.16588
H -5.34759 3.64131 -1.68223
H -3.99445 -0.01266 -2.50750
H -5.43298 0.65269 -1.73142
H -4.18644 -0.23302 -0.73164
H -2.09635 2.79031 0.84686
H -3.32329 1.44827 1.24497
H -3.81678 3.13616 0.95336
Br 2.97190 -2.68952 -4.39277
C 2.10066 -4.35757 -4.12260
C 1.80977 -5.11399 -5.23656
C 1.21594 -6.34385 -5.00070
C 0.98456 -6.81275 -3.68244
C 1.42981 -6.01127 -2.64625
N 1.86286 -4.76772 -2.85981
H 2.16776 -4.82008 -6.21074
H 0.94534 -6.97170 -5.86654
H 0.54380 -7.80968 -3.55489
H 1.40622 -6.29906 -1.60263

=====

No. 2
75
Properties=species:S:1:pos:R:3 method="wB97M-V/def2-TZVPD" e_above_lowest_kj_mol=72.3 s_squared=3.75 spin_multiplicity=4 e_tot_ev=-109677.94341 homo_lumo_gap_ha="0.313 / 0.313"
C -1.55323 -2.21378 -3.65632
C -1.04653 -3.17274 -2.59766
H -1.37719 -2.59553 -4.68228
H -1.01163 -1.25079 -3.55110
H -2.64418 -1.99831 -3.56780
C -0.54732 -4.39517 -2.82952
C -0.36511 -5.01038 -4.17626
H -0.24265 -5.01463 -1.98901
H -0.54742 -4.28653 -4.97917
H -1.03603 -5.87038 -4.32978
H 0.65986 -5.39294 -4.30406
Er 0.01885 0.40046 -0.38988
Cl -2.45016 0.61871 0.13341
Cl 0.29139 1.66551 -2.56956
H 0.71420 4.80610 3.30802
H -1.42628 5.81885 2.19462
C 1.02123 4.46107 2.31539
C -1.02364 5.44545 1.24481
N -0.15647 4.30046 1.47448
H 1.54714 3.51039 2.37841
C -0.35093 3.15441 0.83588
O 0.49263 2.20854 0.85742
H -1.84224 5.14485 0.58936
H -1.30482 3.04728 0.29763
H 1.67654 5.23764 1.90098
H -0.46312 6.26940 0.77935
H 1.32041 -1.68953 -3.18074
H 2.44040 -3.86710 -2.10200
C 2.26914 -1.18465 -2.93946
C 3.29699 -3.19897 -1.91521
N 2.85668 -1.81695 -1.76350
H 2.08556 -0.12925 -2.75442
C 2.82160 -1.23914 -0.55444
O 2.27934 -0.13724 -0.29860
H 3.81054 -3.52580 -1.00754
H 3.33112 -1.82901 0.23344
H 2.94941 -1.32546 -3.79444
H 3.96872 -3.29088 -2.78134
O -0.15860 -1.63696 -1.03742
C -1.09835 -2.62233 -1.19682
C 0.25649 -4.10623 0.40423
C -0.96170 -3.65795 -0.08742
H 1.19463 -3.69607 0.00092
C 0.27278 -5.10276 1.38690
H -2.10808 -2.18130 -1.11076
C -2.16417 -4.13321 0.41947
H 1.22548 -5.51780 1.71726
C -0.94078 -5.57534 1.92764
C -2.15599 -5.09155 1.42357
H -3.07834 -3.72734 -0.02447
H -0.93199 -6.35176 2.69172
H -3.10462 -5.47389 1.79520
Si -0.38411 4.34786 -5.10715
Cl -0.54854 2.37290 -5.80963
C 1.45247 4.61136 -4.86094
C -1.62362 4.33176 -3.68454
C -0.87662 5.78615 -6.26447
H 1.89216 3.72127 -4.39536
H 1.65366 5.48699 -4.22963
H 1.95061 4.77797 -5.82826
H -0.22424 5.92804 -7.14263
H -0.80901 6.72699 -5.68204
H -1.90953 5.73252 -6.64251
H -1.42095 3.43756 -3.07394
H -2.64500 4.25239 -4.09204
H -1.57403 5.23017 -3.04950
N 0.99108 -1.76515 2.38111
C 0.74722 -2.17042 3.64490
C -0.32949 -1.41206 4.09169
C -0.67965 -0.57120 3.01584
N 0.13831 -0.77272 1.96495
H 1.71447 -2.10466 1.74657
H 1.33910 -2.93118 4.13588
H -0.79860 -1.45116 5.05922
H -1.48292 0.15613 2.94118

=====

No. 3
75
Properties=species:S:1:pos:R:3 method="wB97M-V/def2-TZVPD" e_above_lowest_kj_mol=53.6 e_tot_ev=-47955.64682 homo_lumo_gap_ha=0.356
C 4.86989 -5.16856 2.77914
C 4.00969 -5.10687 1.53892
O 3.43422 -6.05771 1.09770
N 3.91951 -3.82295 0.88241
C 5.12181 -3.54081 0.08673
C 3.36184 -2.80109 1.71665
O 4.36323 -1.86775 2.20069
C 3.75463 -0.67617 2.47317
O 4.36835 0.26584 2.86380
C 2.27887 -0.84006 2.22190
C 2.24396 -1.90065 1.11087
C 0.97590 -2.74976 1.05320
C -0.27214 -2.16814 0.39135
C -1.06052 -1.17164 1.27028
C -2.39799 -1.75607 1.73163
C -1.30713 0.14539 0.53362
C 2.73265 -1.40643 -0.26967
C 2.14948 -0.19021 -1.00751
O 2.75867 -0.17391 -2.29634
C 2.34762 1.14492 -0.29038
N 2.00542 2.27686 -1.15365
H 4.94889 -6.19793 3.11741
H 5.85912 -4.75998 2.57026
H 4.43650 -4.56147 3.57549
H 5.84409 -2.92855 0.62893
H 5.59206 -4.48823 -0.17291
H 4.85957 -3.05196 -0.84732
H 2.93023 -3.28147 2.60225
H 1.86761 -1.31003 3.12612
H 1.76096 0.09950 2.08155
H 0.71323 -3.00785 2.08792
H 1.24230 -3.69125 0.56404
H -0.92406 -3.00296 0.12655
H -0.01704 -1.69342 -0.55541
H -0.45732 -0.95311 2.15853
H -2.32812 -2.82088 1.95970
H -3.14421 -1.62858 0.94654
H -2.76030 -1.24610 2.62673
H -2.02302 0.77153 1.06958
H -1.72407 -0.04913 -0.45702
H -0.39440 0.73025 0.40712
H 3.80589 -1.20508 -0.20431
H 2.62177 -2.25818 -0.94411
H 1.08845 -0.31609 -1.21861
H 3.63736 0.21100 -2.21539
H 3.36908 1.19012 0.11385
H 1.67916 1.17832 0.56652
H 2.83536 2.71711 -1.52870
H 1.53750 2.99159 -0.60924
C -1.47961 6.46574 -4.47854
C -0.56422 6.31719 -3.29123
C 0.63268 5.40547 -3.50160
O 0.82664 4.84431 -2.20175
C -0.34415 4.89719 -1.53029
O -0.54893 4.35698 -0.49102
O -1.23994 5.64879 -2.20667
H -2.24340 7.21951 -4.29637
H -0.90341 6.76469 -5.35530
H -1.97300 5.51673 -4.68875
H -0.24256 7.29195 -2.91441
H 1.53756 5.91956 -3.81332
H 0.40389 4.59612 -4.19953
C -8.47594 1.08277 0.35644
C -7.31568 0.13231 0.50024
C -5.95726 0.78558 0.68592
O -5.07584 -0.14098 0.04798
C -5.78446 -0.84172 -0.87122
O -5.30794 -1.55842 -1.68797
O -7.10791 -0.60615 -0.71848
H -9.42447 0.54899 0.34644
H -8.48520 1.78543 1.19093
H -8.38473 1.64284 -0.57435
H -7.49940 -0.59954 1.29170
H -5.66077 0.90783 1.72423
H -5.89645 1.74542 0.16637

=====

No. 4
70
Properties=species:S:1:pos:R:3 method="wB97M-V/def2-TZVPD" e_above_lowest_kj_mol=239.0 s_squared=6.02 spin_multiplicity=5 total_charge=+4 e_tot_ev=-61151.94004 homo_lumo_gap_ha="0.229 / 0.146"
P -0.79974 -1.92271 3.14220
C 0.56292 -2.99366 3.80446
H 0.35668 -3.23318 4.86184
H 1.50547 -2.43331 3.68822
H 0.63568 -3.90707 3.19550
C -1.66442 -1.55654 4.73735
H -2.67198 -1.17409 4.50475
H -1.10099 -0.76111 5.25068
H -1.69547 -2.48801 5.33418
C -1.93673 -3.25601 2.56793
H -2.45495 -3.69307 3.43349
H -1.36207 -4.02028 2.02972
H -2.67657 -2.82565 1.88027
P -1.24893 -0.47001 -3.56762
C 0.37851 -1.28281 -3.63243
H 0.85138 -1.23932 -4.62879
H 0.28884 -2.33883 -3.34544
H 1.04526 -0.80987 -2.90050
C -2.48190 -1.68429 -4.12289
H -3.48588 -1.26245 -3.98868
H -2.41642 -2.56549 -3.47154
H -2.35337 -1.99923 -5.16862
C -1.27460 0.94262 -4.71051
H -1.22730 0.66192 -5.77630
H -0.44128 1.61693 -4.47303
H -2.19513 1.51432 -4.53861
P 0.86810 3.32854 0.16574
C 2.63605 3.28626 -0.11417
H 3.09779 4.27168 0.07853
H 2.85512 3.00838 -1.15985
H 3.13862 2.55196 0.53710
C -0.03472 4.77277 -0.37898
H 0.24439 5.66292 0.21349
H -1.11622 4.58042 -0.26659
H 0.16164 4.95386 -1.44942
C 0.32235 2.69654 1.74483
H 0.61127 3.38465 2.55548
H 0.77614 1.70728 1.91527
H -0.77264 2.57167 1.71712
Pt -2.20839 0.24784 -1.15505
C -1.23275 -1.21797 -0.55832
O -0.58247 -2.13538 -0.28681
C 0.09152 1.95857 -0.93048
O 0.61981 1.48570 -1.92322
C -3.36791 2.07262 -1.42792
C -2.94925 2.12200 -0.09245
C -3.15401 1.01276 0.73082
C -3.82535 -0.12958 0.23466
C -4.24390 -0.18086 -1.13218
C -4.15069 1.00730 -1.89851
H -3.05148 2.84816 -2.11337
H -2.42740 2.98219 0.31031
H -2.72317 0.97706 1.73345
H -3.93398 -1.00953 0.86851
H -4.59707 -1.11842 -1.56777
H -4.48743 0.97266 -2.92828
C 6.03957 -1.13396 2.03395
C 4.80291 -1.10504 1.17689
C 3.80156 -2.06764 1.34273
C 2.65202 -2.00148 0.54084
N 2.47369 -1.07314 -0.40479
C 3.43867 -0.16045 -0.57626
C 4.61224 -0.12970 0.19435
H 5.78705 -1.08656 3.10155
H 6.60955 -2.05971 1.87881
H 6.69128 -0.28815 1.79575
H 3.89456 -2.86564 2.08169
H 1.85567 -2.73980 0.67007
H 3.28433 0.57393 -1.37046
H 5.35590 0.64651 0.00735

=====

No. 5
68
Properties=species:S:1:pos:R:3 method="wB97M-V/def2-TZVPD" e_above_lowest_kj_mol=0.0 s_squared=2.09 spin_multiplicity=3 total_charge=+2 e_tot_ev=-57455.20607 homo_lumo_gap_ha="0.137 / 0.168"
Mo 0.19626 0.03022 -0.64261
C -1.46752 -0.54670 1.17204
C -1.07732 -1.60517 0.26296
C 0.75076 -1.03684 1.59429
C -0.33753 -0.20051 1.96746
C 0.32883 -1.89382 0.51615
C -2.86354 -0.10029 1.42571
H -3.49716 -0.22222 0.53942
H -2.89522 0.95316 1.73546
H -3.31496 -0.69210 2.23736
C -0.33127 0.74280 3.11011
H -1.14890 1.46548 3.02286
H 0.61445 1.29671 3.15875
H -0.45442 0.20930 4.06373
C 2.01641 -1.18952 2.34591
H 1.86969 -1.89028 3.17896
H 2.35041 -0.23685 2.76998
H 2.81092 -1.59001 1.70966
C 1.08452 -3.06648 -0.00892
H 1.01332 -3.91117 0.69104
H 2.14647 -2.82332 -0.13105
H 0.68962 -3.39528 -0.97430
C -2.00292 -2.51602 -0.46585
H -2.23551 -3.39414 0.15409
H -1.56285 -2.88030 -1.39826
H -2.95016 -2.02220 -0.69668
C -0.54409 1.98637 -1.55107
C -1.66629 1.15240 -1.43136
C -2.24492 0.24724 -2.48275
C -1.18527 -0.47259 -3.34589
C 0.04310 -0.95277 -2.63022
C 1.25355 -0.21962 -2.59191
C 1.47910 1.19810 -3.03215
C 0.30567 2.19636 -2.77381
H -2.93284 0.79692 -3.15154
H -0.88958 0.21908 -4.16244
H -2.88345 -0.51627 -2.00951
H -0.33589 2.26201 -3.67621
H -0.44349 2.76573 -0.78260
H -2.33899 1.39135 -0.60154
H 0.77372 3.18736 -2.67125
H 2.36196 1.58951 -2.50650
H 2.16992 -0.80306 -2.46565
H 1.76214 1.23866 -4.09604
H -1.66505 -1.32197 -3.85674
H 0.15162 -2.03602 -2.55316
P -0.36999 1.52604 -5.82407
C -0.45596 3.33568 -6.10372
C -1.59858 0.84130 -6.98919
P 1.99014 -0.50543 -6.31358
C 1.23847 1.17953 -6.61800
C 1.26955 -1.40553 -7.76398
C 3.59483 -0.04013 -7.11777
H 0.40913 3.82911 -5.63789
H -1.37277 3.73105 -5.64673
H -0.45560 3.55053 -7.18056
H -1.54204 1.35420 -7.95761
H -2.59363 1.00030 -6.55052
H -1.45480 -0.23696 -7.13191
H 3.42913 0.33733 -8.13670
H 4.26513 -0.90779 -7.15064
H 4.06529 0.74781 -6.51553
H 1.95455 1.90783 -6.20277
H 1.15127 1.36024 -7.70253
H 1.79357 -2.36550 -7.85606
H 1.38963 -0.84384 -8.69967
H 0.20840 -1.61122 -7.58978
Cl 1.99727 1.32721 0.18418

=====

No. 6
69
Properties=species:S:1:pos:R:3 method="wB97M-V/def2-TZVPD" s_squared=0.75 spin_multiplicity=2 total_charge=+1 e_tot_ev=-44106.40476 homo_lumo_gap_ha="0.233 / 0.269"
C -2.14793 5.00093 5.14606
C -2.16054 3.69300 5.92308
C -1.92586 3.92325 7.42699
C -3.41023 2.79373 5.66323
C -4.62277 3.58306 5.17595
C -3.07645 1.84931 4.52225
O -2.12170 0.84283 4.95591
C -0.98661 0.73446 4.29352
C 0.16785 0.46515 5.04046
C 1.35869 0.30458 4.38588
N 1.42787 0.41242 3.03930
C 0.34697 0.66939 2.28395
C 0.45438 0.78170 0.79251
C 1.77692 1.36252 0.27349
C 1.97720 0.99627 -1.19534
Cl 0.63428 1.63899 -2.16950
C -0.87786 0.82010 2.90834
H -2.91493 5.68563 5.49174
H -1.19663 5.49584 5.32051
H -2.23601 4.86100 4.07236
H -1.30197 3.12887 5.55318
H -1.24187 3.16876 7.80196
H -2.86224 3.89675 7.97041
H -1.43109 4.87675 7.57701
H -3.67081 2.24151 6.55993
H -4.80519 4.45586 5.78692
H -4.47022 3.91707 4.15354
H -5.50562 2.95281 5.15143
H -3.98134 1.32571 4.22831
H -2.70381 2.44767 3.69684
H 0.11636 0.38729 6.11022
H 2.27580 0.08438 4.90259
H 2.32106 0.28018 2.58859
H 0.22380 -0.17469 0.32590
H -0.33271 1.46225 0.49921
H 1.71648 2.44613 0.32280
H 2.64957 1.03890 0.83620
H 2.91210 1.36944 -1.58426
H 1.93064 -0.08340 -1.27347
H -1.75218 1.00217 2.31123
C 0.31987 -1.32712 -4.17366
C 1.65714 -1.70660 -4.85970
C 1.48265 -1.74511 -6.37995
C 0.72847 -2.97446 -6.88522
C 1.34632 -4.25758 -6.33233
C 1.45963 -4.25299 -4.80770
N 2.15309 -3.01584 -4.33946
O 3.43114 -3.11880 -4.51090
C 0.05773 -4.37592 -4.18210
C 2.23005 -5.48293 -4.34183
C 2.65246 -0.60494 -4.51433
H 0.22578 -1.80591 -3.19707
H 0.25165 -0.25584 -3.99691
H -0.55265 -1.59533 -4.76885
H 2.47010 -1.72766 -6.85159
H 0.97049 -0.83500 -6.69958
H -0.33114 -2.91143 -6.62264
H 0.76555 -2.99364 -7.97561
H 0.75649 -5.12179 -6.64311
H 2.34137 -4.38821 -6.76863
H 0.10916 -4.28482 -3.09567
H -0.36089 -5.35492 -4.41281
H -0.65654 -3.64440 -4.55121
H 3.21254 -5.55573 -4.80376
H 1.67390 -6.38102 -4.60721
H 2.36189 -5.47499 -3.25845
H 2.84191 -0.56762 -3.44021
H 2.24368 0.35649 -4.82397
H 3.60477 -0.73448 -5.02478